(1)
{
  "formula": "C4H16N12O5S4Sr",
  "method": "ωB97M-V/def2-TZVPD",
  "species": ["Sr", "N", "N", "C", "N", "N", "N", "O", "O", "H", "H", "H", "H", "H", "N", "N", "C", "N", "N", "N", "O", "O", "H", "H", "H", "H", "H", "S", "S", "S", "S", "C", "N", "C", "N", "O", "H", "H", "H", "H", "H", "H"],
  "positions_angstrom": [[0.5587, 0.0122, 0.8037], [-1.7845, 1.1064, 2.8503], [-2.5511, -0.0669, 3.0855], [-1.9769, -1.2677, 2.5480], [-2.8215, -2.3699, 2.7550], [-1.5017, -0.9891, 1.2290], [-1.0826, -1.9756, 0.4612], [-0.4025, -1.5628, -0.5604], [-1.2643, -3.1815, 0.6625], [-1.0134, 1.1922, 3.5051], [-2.4011, 1.8932, 2.9812], [-2.7635, -0.2033, 4.0631], [-3.0447, -2.5121, 3.7288], [-2.4439, -3.2005, 2.3240], [-2.1540, 1.8585, -0.8858], [-1.1651, 2.6547, -1.5056], [0.0061, 2.9604, -0.9422], [0.8652, 3.7664, -1.5566], [0.1451, 2.4067, 0.2704], [1.3487, 2.4450, 0.8928], [1.3740, 1.7634, 1.9399], [2.3313, 3.0470, 0.4606], [-2.0399, 1.9291, 0.1198], [-1.9813, 0.8888, -1.1270], [-1.4473, 3.1061, -2.3541], [0.7339, 3.9942, -2.5254], [1.7795, 3.8330, -1.1404], [-0.2360, -1.4055, 3.6559], [0.6994, -3.2021, 3.4709], [1.7069, -3.2148, 1.6428], [2.8652, -1.5277, 1.5662], [1.4602, -1.5600, -4.2141], [1.2545, -0.4679, -3.2817], [1.8288, -0.4076, -2.0520], [2.7833, -1.3006, -1.7584], [1.4846, 0.5061, -1.2545], [0.9492, -1.3250, -5.1438], [1.0709, -2.5090, -3.8358], [2.5204, -1.6717, -4.4439], [0.4210, 0.0838, -3.3637], [2.8584, -2.1381, -2.3076], [3.0302, -1.3878, -0.7636]],
  "homo_ha": -0.243,
  "e_lumo_ha": -0.029,
  "gap_ev": 5.83
}


(2)
{
  "formula": "C43H43AsCl2NPRe",
  "method": "ωB97M-V/def2-TZVPD",
  "species": ["Re", "Cl", "C", "C", "C", "C", "C", "C", "P", "C", "C", "C", "C", "C", "C", "C", "C", "C", "C", "C", "C", "H", "H", "H", "H", "H", "H", "H", "H", "H", "H", "H", "H", "H", "H", "C", "C", "C", "C", "C", "C", "As", "N", "C", "C", "C", "C", "C", "C", "C", "C", "C", "C", "C", "C", "C", "C", "C", "C", "C", "C", "H", "H", "H", "H", "H", "H", "H", "H", "H", "H", "H", "H", "H", "H", "H", "H", "H", "H", "H", "H", "H", "H", "H", "H", "H", "H", "H", "Cl", "C", "H", "H"],
  "positions_angstrom": [[2.1478, 0.3787, -0.9555], [4.4985, -0.0499, -0.9757], [5.1551, 0.2309, 0.6018], [6.4920, 0.5303, 0.7729], [6.9511, 0.8054, 2.0553], [6.0879, 0.7643, 3.1373], [4.7513, 0.4440, 2.9558], [4.2701, 0.1789, 1.6780], [2.5298, -0.2197, 1.3097], [1.6001, 0.2652, 2.7796], [1.0838, 1.5537, 2.9219], [0.5284, 1.9289, 4.1336], [0.4736, 1.0270, 5.1876], [0.9562, -0.2646, 5.0319], [1.5224, -0.6481, 3.8310], [2.5188, -2.0342, 1.1842], [1.4193, -2.6097, 0.5428], [1.3846, -3.9727, 0.3161], [2.4560, -4.7645, 0.7051], [3.5562, -4.1934, 1.3256], [3.5944, -2.8309, 1.5728], [7.1651, 0.5644, -0.0707], [7.9906, 1.0547, 2.2019], [6.4528, 0.9942, 4.1271], [4.0762, 0.4052, 3.7977], [1.1397, 2.2512, 2.0960], [0.1462, 2.9300, 4.2705], [0.0623, 1.3313, 6.1371], [0.9004, -0.9660, 5.8514], [1.9159, -1.6483, 3.7009], [0.5912, -1.9751, 0.2353], [0.5299, -4.4109, -0.1762], [2.4296, -5.8288, 0.5289], [4.3944, -4.8153, 1.6052], [4.4501, -2.3908, 2.0646], [-5.4635, 4.5641, -2.3288], [-4.4651, 3.6322, -1.7341], [-4.8345, 2.3837, -1.2511], [-3.9223, 1.4920, -0.7034], [-4.4541, 0.2338, -0.0911], [-2.5619, 1.8363, -0.7371], [-1.0994, 0.5887, -0.1977], [0.1991, 0.4562, -1.5048], [0.1940, 0.6858, -2.8637], [-0.7710, 1.4350, -3.5501], [-0.6333, 1.6983, -4.8966], [0.4599, 1.2229, -5.6080], [1.4103, 0.4449, -4.9602], [1.2813, 0.1677, -3.6127], [-1.8073, -1.2780, -0.0869], [-1.9953, -1.8193, 1.1932], [-1.7868, -1.0500, 2.4648], [-2.4647, -3.1208, 1.3171], [-2.7409, -3.9087, 0.2082], [-3.2371, -5.3068, 0.3561], [-2.5725, -3.3423, -1.0500], [-2.1111, -2.0457, -1.2212], [-2.0296, -1.4972, -2.6118], [-2.1850, 3.1461, -1.0793], [-0.7767, 3.6294, -0.9321], [-3.1323, 4.0134, -1.5962], [-6.4671, 4.1523, -2.2844], [-5.2099, 4.7555, -3.3713], [-5.4484, 5.5239, -1.8154], [-5.8770, 2.1034, -1.2720], [-5.4897, 0.3826, 0.2036], [-3.8803, -0.0384, 0.7935], [-4.4304, -0.5988, -0.7954], [-1.6266, 1.8212, -3.0160], [-1.3880, 2.2871, -5.3944], [0.5547, 1.4393, -6.6603], [2.2381, 0.0353, -5.5176], [1.9652, -0.5690, -3.1655], [-1.4675, -0.0216, 2.2778], [-1.0420, -1.5375, 3.0913], [-2.7174, -1.0291, 3.0309], [-2.6275, -3.5229, 2.3049], [-3.1515, -5.6454, 1.3840], [-2.6891, -5.9890, -0.2913], [-4.2861, -5.3549, 0.0651], [-2.8279, -3.9236, -1.9237], [-2.7489, -1.9929, -3.2607], [-1.0418, -1.6649, -3.0449], [-2.2445, -0.4275, -2.6244], [-0.2471, 3.0425, -0.1749], [-0.7700, 4.6754, -0.6328], [-0.2491, 3.5558, -1.8854], [-2.8360, 5.0099, -1.8880], [3.3569, 3.0118, 0.5095], [2.6668, 2.4862, -1.0179], [3.4382, 2.6071, -1.7910], [1.8252, 3.1502, -1.2370]],
  "spin_multiplicity": 2,
  "homo_ha": [-0.475, -0.470],
  "e_lumo_ha": [-0.290, -0.298],
  "total_charge": 2,
  "gap_ev": [5.03, 4.69]
}


(3)
{
  "formula": "C2H4Cl2N2O",
  "method": "ωB97M-V/def2-TZVPD",
  "species": ["C", "C", "N", "N", "O", "Cl", "Cl", "H", "H", "H", "H"],
  "positions_angstrom": [[0.6828, 0.7952, 0.0486], [-0.7909, -0.8349, -1.1772], [0.2951, -0.4596, -0.5217], [-0.0209, 0.7933, 1.4502], [-1.2333, 0.6890, 1.4697], [-1.8170, 0.2870, -2.0004], [1.0223, -0.7101, 2.1038], [1.6989, 0.7743, 0.3684], [0.4914, 1.7099, -0.5219], [-1.1669, -1.8828, -1.0460], [0.8384, -1.1613, -0.1735]],
  "homo_ha": [-0.271, -0.309],
  "e_lumo_ha": [-0.039, -0.012],
  "de_lowest_kcal_mol": 107.4,
  "gap_ev": [6.30, 8.10]
}